ORCA calculation (ωB97M-V/def2-TZVPD) on a structure of composition C38H47HfN3PS3.

The geometry in XYZ format:
```
93
Properties=species:S:1:pos:R:3:forces:R:3
Hf 0.941 0.719 -0.703 0.4 0.4 -0.1
S 1.350 1.627 1.525 0.0 -0.2 0.0
S -1.136 1.938 -0.869 -0.1 -0.1 0.0
S -2.939 1.287 2.203 -0.1 -0.1 0.1
P 0.239 -1.769 0.437 -0.1 -0.1 -0.1
N -3.788 -0.898 3.549 0.1 0.0 0.1
N -5.291 0.694 3.402 0.0 0.0 0.0
N 0.958 2.985 -4.676 0.0 0.0 0.0
C -0.606 -4.903 -2.075 0.0 0.0 0.0
C 2.606 1.829 -1.910 -0.1 -0.1 0.1
C 0.355 -4.682 1.990 0.1 0.1 0.0
C -1.993 -4.882 -2.110 0.0 0.0 0.0
C -2.690 -3.931 -1.379 0.0 -0.1 0.0
C 2.763 1.882 -3.308 0.1 0.0 0.0
C -0.631 -3.033 -0.547 0.1 0.1 0.0
C -0.319 -1.043 2.987 -0.1 0.0 0.0
C 2.960 -2.227 1.149 0.0 0.1 0.0
C -0.431 -2.431 4.933 0.0 0.0 0.0
C 0.047 -3.433 2.771 0.0 0.0 -0.1
C -0.276 3.282 -0.044 -0.1 -0.1 0.1
C 4.000 2.124 -3.906 0.0 0.0 0.0
C -2.030 -2.988 -0.596 -0.1 0.1 0.1
C 0.067 -3.978 -1.295 0.0 -0.1 0.0
C 1.435 -1.056 -2.116 0.0 0.1 0.1
C 4.997 2.377 -1.751 -0.1 0.1 0.0
C 1.582 1.673 -4.206 0.1 0.0 0.0
C 0.615 3.893 -3.543 0.0 0.0 0.0
C -0.155 -3.539 4.143 -0.1 0.0 0.0
C -6.020 1.814 2.858 0.0 0.0 0.0
C 5.124 2.365 -3.130 0.0 0.0 0.0
C 3.830 -1.296 -1.329 0.0 0.0 0.0
C 4.308 -2.081 0.900 0.0 0.0 0.0
C -0.897 4.615 -0.386 0.2 0.0 -0.1
C -4.829 -1.294 4.493 0.1 0.0 -0.1
C 1.316 4.377 1.537 0.1 -0.1 -0.1
C 4.738 -1.604 -0.340 0.0 0.0 0.0
C 0.717 3.155 0.869 -0.3 0.0 0.0
C -2.817 -1.958 0.173 0.1 -0.1 0.0
C 2.449 -1.467 -1.124 -0.1 0.0 0.1
C 1.797 3.691 -5.681 0.0 0.0 0.0
C 3.762 2.121 -1.165 0.0 -0.1 0.0
C -0.041 -2.153 2.190 0.1 0.2 0.1
C -0.511 -1.174 4.356 0.1 0.0 0.0
C 2.025 -1.910 0.155 0.0 0.1 -0.2
C -4.025 0.358 3.066 -0.1 0.1 0.0
C -5.991 -0.427 4.016 0.0 0.0 0.0
H 2.618 -2.557 2.122 0.0 0.0 0.0
H 2.710 4.017 -5.193 0.0 0.0 0.0
H -3.773 -3.916 -1.418 0.0 0.0 0.0
H 5.029 -2.321 1.671 0.0 0.0 0.0
H -2.824 -1.155 3.708 -0.1 0.0 -0.1
H -2.507 -0.940 -0.081 0.0 0.0 0.0
H -6.715 1.487 2.079 0.0 0.0 0.0
H -2.532 -5.601 -2.713 0.0 0.0 0.0
H 0.786 1.131 -3.696 -0.1 0.0 0.0
H -0.027 3.356 -2.849 0.0 0.0 0.0
H 1.249 4.553 -6.055 0.0 0.0 0.0
H -6.636 -0.092 4.826 0.0 0.0 0.0
H -0.911 4.797 -1.462 0.0 0.0 0.0
H -0.476 -4.963 1.345 0.0 0.0 0.0
H -0.566 -2.552 6.001 0.0 0.0 0.0
H 2.196 4.094 2.111 0.0 0.0 0.0
H -6.581 2.310 3.649 0.0 0.0 0.0
H -5.041 -2.359 4.429 0.0 0.0 0.0
H -0.708 -0.295 4.957 0.0 0.0 0.0
H 5.796 -1.471 -0.529 0.0 0.0 0.0
H 1.848 1.138 -5.118 0.0 0.0 0.0
H 6.085 2.534 -3.598 0.0 0.0 0.0
H -0.054 -5.637 -2.647 0.0 0.0 0.0
H 1.151 -3.991 -1.262 0.0 0.0 0.0
H -2.679 -2.066 1.251 0.0 0.0 0.0
H 3.709 2.104 -0.082 0.0 0.0 0.0
H -0.390 5.445 0.097 0.0 0.0 0.0
H 1.232 -4.547 1.355 0.0 0.0 0.0
H 0.555 -5.511 2.668 0.0 0.0 0.0
H 1.903 -0.722 -3.041 0.0 -0.1 0.0
H 0.594 4.816 2.228 0.0 0.0 0.0
H 0.667 -1.793 -2.330 0.0 -0.1 0.0
H -6.604 -0.946 3.270 0.0 0.0 0.0
H -0.408 -0.064 2.529 0.0 -0.1 0.1
H 4.176 -0.925 -2.288 0.0 0.0 0.0
H 1.614 5.139 0.817 0.0 0.0 0.0
H -5.308 2.512 2.427 0.0 0.0 0.0
H 4.099 2.096 -4.987 0.0 0.0 0.0
H -1.937 4.607 -0.054 0.0 0.0 0.0
H 0.080 2.724 -5.124 0.0 0.0 0.0
H -3.882 -2.045 -0.035 0.0 0.0 0.0
H -0.089 -4.518 4.603 0.0 0.0 0.0
H -4.548 -1.046 5.520 0.0 0.0 0.0
H 0.106 4.766 -3.946 0.0 0.0 0.0
H 1.532 4.180 -3.037 0.0 0.0 0.0
H 2.031 3.015 -6.499 0.0 0.0 0.0
H 5.864 2.566 -1.130 0.0 0.0 0.0
```
Positions in Å, forces in eV/Å.

Summary:
Energy relative to the best compared isomer or geometry (same formula, charge and spin) in kcal/mol: 7.6
Net charge: +1